Arrangement one

2 unconnected molecules or ions with the total composition C5H9NO3. Source: the OMol25 dataset; level of theory: ωB97M-V/def2-TZVPD.

Geometry (Å):
1 H 1.8453 -0.8694 0.4672
2 C -0.2028 -0.8353 1.0478
3 C 0.9983 2.5587 -0.0210
4 H -1.5369 -0.0519 -2.3802
5 O -1.6350 1.3638 -0.2567
6 N -0.6965 -0.0145 -1.8238
7 H 1.4154 0.3811 1.7372
8 O 0.8128 1.3702 -0.5912
9 H 0.1310 -2.5413 -0.2294
10 H -0.7332 -2.8983 1.2779
11 C 1.0829 -0.4061 1.0755
12 H -1.5706 -2.0754 -0.0371
13 O 2.0673 2.9530 0.3567
14 H 0.0690 3.1459 0.0774
15 C -0.7213 0.7587 -0.7200
16 H 0.1966 -0.3003 -2.1833
17 C -0.6108 -2.1642 0.4779
18 H -0.9113 -0.3747 1.7252

## Properties
Highest occupied orbital energy   -9.390 eV
SMILES   NC(=O)OC=O.C=CC
Kohn-Sham gap   0.35583 Ha


Arrangement two

A single C5H9NO3 molecule. Source: the OMol25 dataset; level of theory: ωB97M-V/def2-TZVPD.

Geometry (Å):
1 C 0.2489 1.0702 -0.1313
2 H 1.0188 -2.1715 -1.2559
3 O 0.5504 1.6994 1.0874
4 H -3.4261 0.3760 0.5141
5 N -1.5192 -0.2936 0.1667
6 H 1.2704 -0.3792 1.9909
7 H 1.8540 -1.8283 1.0111
8 C 1.2888 -0.9098 1.0534
9 H 1.8311 1.8181 -0.9261
10 C -2.6234 -0.3136 0.7676
11 H -0.2846 -1.1437 -1.8209
12 H -2.8121 -1.1033 1.4798
13 H 1.3680 -0.6227 -2.0506
14 O -1.0972 1.1215 -0.4074
15 H 0.0651 2.5349 1.0990
16 C 0.6586 -0.4361 -0.0319
17 O 0.9071 1.7179 -1.1869
18 C 0.7013 -1.1361 -1.3591

## Properties
Highest occupied orbital energy   -8.667 eV
SMILES   C=NOC(O)(O)C(=C)C
Kohn-Sham gap   0.33411 Ha


Best to worst by energy: arrangement one, arrangement two.


Arrangement one

A single C5H9NO3 molecule. Source: the OMol25 dataset; level of theory: ωB97M-V/def2-TZVPD.

Geometry (Å):
1 O 1.6412 -1.3911 -0.7979
2 H -0.7784 -1.0595 2.2891
3 H -0.8537 2.0964 -1.2154
4 H 0.9287 -1.4757 1.9602
5 H 0.3592 0.9373 1.1127
6 C -1.7104 0.3980 0.2095
7 C -0.0346 -1.2354 1.5126
8 C 0.0709 0.0014 0.6418
9 N -0.4748 1.2760 -1.6921
10 O 2.2140 0.7242 -0.3212
11 C -0.6018 0.1283 -0.9289
12 H 0.4367 1.4402 -2.0954
13 H 3.0871 0.3830 -0.5697
14 H -0.3590 -2.0957 0.9285
15 C 1.3275 -0.3047 -0.3752
16 H -0.7418 -0.8532 -1.3689
17 O -2.1795 1.5286 0.3353
18 H -2.3314 -0.4980 0.3750

## Properties
Highest occupied orbital energy   -8.357 eV
Kohn-Sham gap   0.32587 Ha


Arrangement two

A single C5H9NO3 molecule. Source: the OMol25 dataset; level of theory: ωB97M-V/def2-TZVPD.

Geometry (Å):
1 H 0.0235 -2.1537 -0.1158
2 O 3.0088 0.7912 0.7713
3 O -2.0932 1.1613 0.3971
4 C 2.0640 0.3259 0.3337
5 H 0.0948 -0.2580 -1.5905
6 H -2.2186 -0.4759 1.3778
7 N 1.7805 -1.0349 0.2335
8 C -1.6237 0.3275 -0.6157
9 C -0.1441 0.0099 -0.5595
10 H -2.1725 -0.6153 -0.6571
11 H 1.2162 1.6014 -1.0994
12 O -2.1383 0.4625 1.6049
13 H 2.3158 -1.5710 -0.4293
14 H 0.0727 -1.0704 1.2913
15 C 0.8440 1.1107 -0.2211
16 C 0.3329 -1.1935 0.2479
17 H -1.8427 0.8331 -1.5399
18 H 0.4798 1.7492 0.5706

## Properties
Highest occupied orbital energy   -9.686 eV
SMILES   O=C1C[C@H](COO)CN1
Kohn-Sham gap   0.37717 Ha


Arrangement three

A single C5H9NO3 molecule. Source: the OMol25 dataset; level of theory: ωB97M-V/def2-TZVPD.

Geometry (Å):
1 C -0.2359 1.3505 -0.2401
2 C 0.5341 0.2172 -0.8980
3 N -0.4059 1.3312 1.1142
4 O 0.9535 -2.9062 0.0293
5 H -1.9075 1.6650 2.5456
6 C -0.1474 -2.5251 0.4551
7 H 0.9110 0.5909 -1.8354
8 H 1.3436 -0.1911 -0.3067
9 H -0.5832 -3.1469 1.2211
10 H -1.2786 -0.4434 -1.7933
11 H -0.7515 3.0410 2.2332
12 C -0.4318 -0.8826 -1.2879
13 O -0.7854 2.1612 -0.9894
14 H -2.0522 2.6003 1.0501
15 H 0.0809 -1.5549 -1.9999
16 O -0.9081 -1.5383 -0.0770
17 H 0.0158 0.5688 1.6424
18 C -1.3133 2.2071 1.7919

## Properties
Highest occupied orbital energy   -9.806 eV
SMILES   CNC(=O)CCOC=O
Kohn-Sham gap   0.38659 Ha


Best to worst by energy: arrangement three, arrangement one, arrangement two.


Arrangement one

A single C5H9NO3 molecule. Source: the OMol25 dataset; level of theory: ωB97M-V/def2-TZVPD.

Geometry (Å):
1 C 0.8375 -0.0837 0.6019
2 C -1.5262 -0.7039 -0.4240
3 H -2.7914 0.5688 0.2498
4 C 0.9077 -1.3731 1.3165
5 H 0.2892 -1.3869 2.2034
6 O -2.6822 -0.2926 -0.1064
7 H 1.0734 -0.9833 -1.3423
8 H 1.8817 -1.6109 1.5288
9 H 1.2209 0.7760 1.1230
10 H -0.8466 2.1747 -1.0646
11 H 2.0602 1.7214 -1.2141
12 C 1.0272 -0.0841 -0.9269
13 O -1.3411 -1.8041 -0.9370
14 H -0.5995 2.3324 0.4226
15 N -0.9879 1.6491 -0.2132
16 C -0.4862 0.2473 -0.1615
17 O 1.5852 0.9349 -1.6613
18 H 0.3780 -2.0821 0.6053

## Properties
Highest occupied orbital energy   -8.939 eV
SMILES   C[C@H]1[C@H](O)[C@@]1(N)C(=O)O
Kohn-Sham gap   0.34308 Ha


Arrangement two

2 unconnected molecules or ions with the total composition C5H9NO3. Source: the OMol25 dataset; level of theory: ωB97M-V/def2-TZVPD.

Geometry (Å):
1 H -0.7864 -2.2526 1.5811
2 C -0.2952 -0.3326 -0.2447
3 H 3.1972 1.5558 1.0189
4 C -0.3332 0.9271 -1.0025
5 O 0.2881 -2.5193 -0.1404
6 H -0.9325 1.6287 -0.5392
7 H -1.8645 0.2490 1.2512
8 C 2.2753 1.0369 1.0979
9 O -1.2938 -1.4429 1.7196
10 H -2.2975 -0.9253 0.0238
11 H 0.7552 1.3295 -0.9484
12 O 1.4947 -1.1220 -1.5228
13 H -0.6347 0.4704 -2.0069
14 N 0.4118 -1.3659 -0.6323
15 C -1.5440 -0.5211 0.6333
16 C 1.3179 0.4800 1.6144
17 H 2.2663 -1.3964 -1.0576
18 H 0.4636 -0.0525 1.9577

## Properties
Highest occupied orbital energy   -8.708 eV
SMILES   C/C(CO)=[N+](/[O-])O.C#C
Kohn-Sham gap   0.34555 Ha


Best to worst by energy: arrangement one, arrangement two.